This record from the Open Molecules 2025 dataset describes a 7-piece molecular cluster, C42H105O28P7 overall at a distorted geometry. The level of theory is wB97M-V/def2-TZVPD.

Results
* energy relative to the best compared isomer or geometry (same formula, charge and spin): 0.0 kJ/mol
* LUMO energy: 0.316 eV
* SMILES: CCOP(=O)(OCC)OCC.CCOP(=O)(OCC)OCC.CCOP(=O)(OCC)OCC.CCOP(=O)(OCC)OCC.CCOP(=O)(OCC)OCC.CCOP(=O)(OCC)OCC.CCOP(=O)(OCC)OCC
* electronic energy: -167629.338 eV
* gap between HOMO and LUMO: 10.486 eV

Geometry as XYZ:
```
182
Properties=species:S:1:pos:R:3:forces:R:3:mulliken_charge:R:1
C -6.14445 4.17249 5.02058 0.271 0.436 -0.051 -1.08
C -5.52197 4.69391 3.72843 -0.305 -0.021 0.586 -0.29
O -5.04941 3.58806 2.93954 -0.181 0.182 -0.326 -0.29
P -3.60615 3.00045 3.16109 0.220 -0.268 0.568 0.84
O -2.59984 3.94643 3.66109 -0.106 0.080 -0.189 -0.75
O -3.28794 2.26282 1.80554 0.231 0.752 0.065 -0.05
C -3.16707 3.09807 0.61986 -0.438 -0.634 -0.953 1.10
C -4.17505 2.52753 -0.37007 0.219 0.761 -0.443 -1.08
O -3.87099 1.76593 4.12813 0.169 0.129 -0.171 -0.38
C -2.70571 1.03845 4.54178 0.598 -0.190 0.097 0.48
C -3.10072 -0.37828 4.85598 -0.112 -0.565 -0.137 -1.23
H -5.35363 3.95740 5.73909 -0.115 -0.328 0.022 0.26
H -6.79011 4.92642 5.47444 0.031 0.079 -0.085 0.42
H -6.75256 3.29498 4.81256 0.093 -0.103 0.063 0.27
H -6.27405 5.23025 3.15318 0.099 -0.194 -0.329 0.32
H -4.68707 5.36518 3.92459 0.003 0.034 0.019 0.30
H -3.38790 4.15711 0.77068 -0.093 -0.105 0.589 0.49
H -2.15151 3.06985 0.23582 0.077 -0.332 0.223 -0.88
H -5.16242 2.93264 -0.14741 -0.092 -0.227 0.012 0.50
H -3.89051 2.84878 -1.37580 -0.087 -0.013 0.006 0.11
H -4.21117 1.44151 -0.38437 0.118 -0.034 0.198 0.13
H -1.91678 1.05848 3.78047 -0.312 -0.006 -0.269 -0.30
H -2.23458 1.53290 5.39542 -0.347 0.030 0.153 0.26
H -3.82109 -0.42462 5.67287 0.164 0.029 0.143 0.45
H -3.56905 -0.89371 4.01313 -0.044 0.356 -0.172 0.29
H -2.22142 -0.99063 5.07387 -0.050 0.299 0.320 0.22
C 3.26449 1.35652 -2.39518 -0.840 -0.164 0.297 -1.53
C 1.78522 1.66783 -2.57066 -0.064 -0.432 -0.055 0.85
O 1.05931 0.72299 -1.73329 0.196 0.423 0.000 -0.10
P -0.28428 1.19565 -1.04398 -0.465 -0.696 0.398 -0.73
O -1.43934 1.43522 -1.90999 0.014 0.192 -0.092 -0.70
O -0.45244 0.03018 0.00814 0.105 -0.344 0.139 1.67
C -1.62350 -0.82945 0.13246 0.927 0.401 0.363 1.16
C -1.55714 -1.48149 1.50300 -1.218 0.497 -0.424 -0.97
O 0.07944 2.43265 -0.13057 0.405 0.110 -0.522 0.27
C 1.20375 2.32443 0.76190 -0.075 0.241 1.042 -0.19
C 1.95073 3.63684 0.72142 -0.109 0.270 -1.722 -0.57
H 3.42353 0.31875 -2.68614 0.246 0.070 -0.161 0.36
H 3.88540 2.04368 -2.96350 0.093 -0.048 -0.036 0.40
H 3.47696 1.42335 -1.32671 0.284 0.150 -0.066 0.23
H 1.53481 2.68980 -2.27878 0.014 0.023 -0.066 -0.60
H 1.42893 1.47207 -3.58192 0.148 0.238 -0.118 0.37
H -2.48768 -0.17060 0.08285 -0.225 -0.284 -0.278 -0.28
H -1.55402 -1.54967 -0.67960 -0.453 -0.021 -0.044 -0.58
H -1.55450 -0.66088 2.22293 0.501 -0.215 0.226 -0.07
H -2.53468 -1.95268 1.65712 0.164 -0.290 -0.011 0.49
H -0.77014 -2.21687 1.62846 0.172 0.148 0.081 -0.06
H 0.76801 2.09768 1.73719 0.209 -0.040 0.072 0.27
H 1.87616 1.51502 0.47667 -0.181 -0.133 -0.073 -0.09
H 2.19528 3.73660 -0.34818 0.268 0.157 0.173 -0.18
H 1.30883 4.50252 0.87689 -0.035 -0.133 0.555 -0.14
H 2.90063 3.69727 1.24593 -0.186 -0.228 0.431 0.46
C 1.49772 -0.88997 -6.74653 -0.129 -0.791 -0.464 -1.19
C 1.82910 -2.25439 -6.17750 -0.271 -0.493 -0.224 -0.38
O 1.06489 -2.50248 -4.97803 0.096 0.405 -0.008 0.12
P 1.03487 -3.99431 -4.42769 0.314 -0.218 0.074 0.26
O 2.33977 -4.63323 -4.33035 0.329 -0.021 -0.087 -0.83
O 0.22089 -3.84402 -3.09762 -0.346 0.229 -0.177 -0.08
C 0.64027 -2.92258 -2.06351 0.138 -0.967 0.473 0.41
C 0.67248 -3.68699 -0.75791 -0.241 0.062 0.226 -0.98
O 0.07126 -4.79650 -5.39045 -0.549 -0.332 0.607 -0.30
C -1.25587 -4.34286 -5.67537 -0.380 1.160 -0.876 0.39
C -1.87320 -5.21899 -6.74514 0.801 -0.461 0.101 -1.28
H 1.94409 -0.03501 -6.24981 0.016 -0.032 0.148 0.23
H 1.82539 -0.95083 -7.78800 0.167 0.432 0.049 0.40
H 0.41119 -0.80731 -6.79510 0.015 0.251 0.186 0.30
H 1.52316 -3.00891 -6.91201 -0.043 0.070 -0.020 0.31
H 2.88696 -2.45583 -6.00655 0.023 0.322 0.272 0.42
H 1.64118 -2.53754 -2.25466 -0.139 0.238 -0.321 0.44
H -0.11178 -2.13951 -2.03255 0.217 0.283 -0.125 -0.40
H 0.94569 -2.97783 0.02875 -0.112 -0.187 0.141 -0.03
H -0.29826 -4.14529 -0.55181 -0.086 0.279 0.108 0.35
H 1.37825 -4.51551 -0.73076 0.257 0.204 -0.258 0.53
H -1.95877 -4.20372 -4.84672 0.613 -0.575 0.538 0.10
H -1.15206 -3.31870 -6.05832 -0.004 -0.104 -0.191 0.11
H -2.24672 -6.16461 -6.35201 -0.419 0.215 0.181 0.23
H -2.62547 -4.63951 -7.27407 -0.194 -0.272 -0.079 0.34
H -1.08679 -5.55164 -7.42814 -0.078 0.419 -0.236 0.42
C -0.75910 4.54345 -4.70431 0.095 0.482 -0.134 -1.19
C -1.58880 4.53536 -3.43003 -0.529 -0.066 -0.957 -0.16
O -0.78482 4.67848 -2.25152 -0.310 -0.718 -0.420 0.39
P 0.07056 5.95857 -2.02007 0.122 0.011 0.689 0.41
O -0.17865 7.16955 -2.79177 -0.347 0.386 -0.275 -0.91
O -0.14322 6.09483 -0.45541 0.146 0.329 0.110 -0.04
C -0.11662 7.39713 0.17547 -0.024 -0.762 0.972 -0.19
C -0.12373 7.14027 1.67479 -0.174 0.379 0.074 -1.16
O 1.55213 5.41118 -2.19806 0.065 -0.068 -0.123 -0.03
C 2.63416 6.30102 -1.91445 0.078 0.536 0.766 -0.26
C 3.85656 5.86852 -2.66228 0.638 0.195 0.027 -1.37
H -0.52354 5.57576 -4.96973 0.190 -0.091 -0.061 0.39
H 0.17312 3.98886 -4.59288 -0.028 -0.048 0.179 0.17
H -1.29216 4.09676 -5.54402 -0.186 0.006 0.115 0.38
H -2.33131 5.33604 -3.43614 0.158 0.154 -0.075 0.30
H -2.17004 3.61436 -3.41097 0.432 -0.219 0.787 0.12
H 0.82087 7.88571 -0.08215 -0.279 0.434 -0.317 0.30
H -1.02274 7.93317 -0.09333 0.263 0.297 -0.398 0.28
H 0.81365 6.67930 1.98276 -0.134 -0.207 0.105 0.27
H -0.23145 8.07474 2.23254 0.183 0.116 -0.202 0.42
H -0.98853 6.54853 1.97581 0.186 -0.324 -0.115 0.23
H 2.39314 7.35556 -2.08826 -0.304 -0.206 -0.627 0.53
H 2.81915 6.30664 -0.83027 0.054 -0.508 -0.056 0.23
H 4.70079 6.46060 -2.29545 0.016 -0.135 0.039 0.40
H 4.07214 4.81614 -2.47696 -0.007 -0.013 -0.025 0.21
H 3.82099 6.05020 -3.73528 -0.343 -0.101 -0.024 0.32
C 3.98217 2.28215 4.67846 -0.382 0.699 -1.507 -0.90
C 5.30584 1.57802 4.51710 0.326 0.670 1.393 -0.15
O 5.08204 0.16582 4.53033 -0.134 -0.133 -0.684 0.15
P 6.19484 -0.88197 4.12116 0.202 0.964 0.339 0.55
O 5.66028 -2.19841 3.87407 -0.608 -1.288 -0.034 -0.50
O 7.28151 -0.79822 5.26874 0.415 0.340 0.003 -0.41
C 6.92991 -1.23240 6.59196 -0.278 -0.656 0.184 -0.17
C 7.37915 -2.66657 6.81305 0.402 0.318 -0.435 -1.18
O 6.90745 -0.18745 2.91121 0.320 0.694 -0.007 -0.19
C 8.05913 -0.75920 2.28759 -0.102 -1.348 -0.632 -0.20
C 8.29943 -0.10791 0.96169 0.780 1.491 -0.724 -1.32
H 4.13001 3.34732 4.88173 0.174 -0.250 0.831 0.43
H 3.42574 2.40340 3.73910 0.028 -0.762 -0.057 -0.05
H 3.34650 1.75364 5.38097 0.026 0.277 0.297 0.30
H 5.92183 1.92176 3.68847 -0.322 -0.283 -0.376 0.35
H 5.88453 1.83603 5.41546 0.118 -0.267 -0.070 0.22
H 7.40175 -0.54892 7.29320 -0.045 0.131 -0.043 0.37
H 5.84355 -1.19485 6.70907 0.021 0.247 0.054 0.20
H 7.09122 -3.23231 5.92793 -0.157 -0.203 0.165 0.25
H 8.46656 -2.71951 6.88366 -0.015 -0.011 0.129 0.39
H 6.92699 -3.08171 7.71132 0.011 -0.050 -0.002 0.35
H 8.94220 -0.72045 2.92627 -0.142 0.341 0.179 0.27
H 7.85151 -1.82237 2.11638 -0.032 0.053 0.122 0.28
H 7.45114 -0.01815 0.28391 -0.296 -0.428 0.329 0.31
H 8.66437 0.92358 1.07272 -0.204 -0.077 0.281 0.31
H 9.10904 -0.56387 0.38740 -0.107 -0.467 0.265 0.41
C 1.86837 -0.58508 2.85037 -0.401 -0.457 0.072 -0.08
C 2.37877 -1.87361 3.48457 -0.211 0.433 -0.958 -0.59
O 1.24591 -2.77486 3.53348 0.057 0.021 0.364 0.64
P 1.57108 -4.32880 3.54192 0.414 0.016 0.186 0.62
O 2.36126 -4.78144 2.40306 0.034 -0.131 -0.119 -0.87
O 2.21738 -4.60875 4.97109 0.078 0.219 -0.122 -0.33
C 3.62976 -4.80698 5.11371 0.806 -0.691 0.085 -0.33
C 4.15313 -4.06434 6.31912 -0.126 0.177 0.020 -0.68
O 0.16308 -4.98739 3.67554 -0.745 0.121 -0.321 -0.33
C -0.73126 -4.79531 4.78411 0.199 -0.534 0.890 -0.55
C -1.10943 -3.35956 5.07444 -0.384 0.221 -0.921 -0.52
H 1.04125 -0.88432 2.20508 0.017 0.261 -0.080 -0.28
H 1.48290 0.09593 3.60887 0.058 0.199 -0.125 0.32
H 2.61063 -0.11303 2.21187 0.188 0.159 0.238 0.24
H 3.11578 -2.31128 2.81133 0.266 -0.090 0.380 0.43
H 2.77117 -1.68944 4.48216 0.129 -0.322 0.035 -0.12
H 3.81894 -5.87993 5.21565 -0.289 -0.013 0.183 0.40
H 4.20020 -4.53782 4.22301 -0.365 0.379 -0.105 0.24
H 3.55944 -4.25988 7.21339 -0.103 -0.001 -0.079 0.38
H 5.17299 -4.37885 6.53294 0.030 -0.039 -0.106 0.29
H 4.17072 -2.99226 6.11363 -0.034 0.003 0.104 -0.10
H -1.62119 -5.39470 4.59940 0.061 0.076 -0.493 0.38
H -0.25356 -5.28112 5.64072 -0.003 0.242 0.094 0.27
H -1.27907 -2.84513 4.12184 0.181 -0.059 0.037 -0.15
H -2.08745 -3.30644 5.55477 0.229 -0.170 0.454 0.51
H -0.34419 -2.80077 5.60447 -0.065 -0.048 0.196 0.31
C -4.06705 -0.85135 -2.75802 -0.807 1.329 -0.704 -0.64
C -3.94967 -2.34298 -2.65289 1.043 0.351 0.029 0.02
O -4.49369 -2.96501 -3.83263 0.397 -0.124 0.143 0.06
P -6.04576 -3.09089 -4.00693 -0.788 -0.282 0.036 0.70
O -6.87116 -2.94460 -2.81049 0.131 -0.050 0.124 -0.85
O -6.33103 -2.02595 -5.14174 0.350 0.222 -0.465 -0.10
C -7.64105 -1.72908 -5.60739 -0.895 -0.259 0.120 -0.25
C -7.61759 -0.61986 -6.63216 -0.739 0.249 0.376 -1.23
O -6.21822 -4.49835 -4.70759 -0.250 -0.001 -0.086 -0.35
C -5.92108 -4.70687 -6.10822 0.446 -0.737 0.824 0.19
C -5.68337 -6.19567 -6.28223 -0.452 0.221 -0.109 -1.37
H -3.50134 -0.22772 -2.06662 0.069 -0.483 0.368 0.10
H -3.72918 -0.48981 -3.73469 0.276 -0.431 -0.074 0.29
H -5.10608 -0.50290 -2.75118 -0.040 -0.251 0.390 0.34
H -2.88067 -2.57307 -2.65802 -0.103 -0.360 -0.112 -0.28
H -4.37707 -2.79096 -1.75895 -0.282 0.135 -0.021 0.31
H -8.14947 -2.60725 -6.03028 0.523 -0.153 -0.174 0.30
H -8.30901 -1.49655 -4.77188 0.426 0.388 0.195 0.35
H -7.09464 0.27053 -6.28612 0.295 -0.173 0.024 0.30
H -7.26788 -0.93212 -7.61227 0.189 -0.016 0.039 0.29
H -8.66392 -0.30549 -6.71664 0.070 -0.027 -0.324 0.39
H -6.79830 -4.41204 -6.67928 0.230 0.374 -0.224 0.16
H -5.00175 -4.16261 -6.32428 -0.271 0.271 -0.455 0.24
H -6.55717 -6.72490 -5.89993 0.081 -0.110 -0.003 0.39
H -5.58866 -6.42334 -7.34509 0.138 -0.064 0.031 0.39
H -4.80184 -6.52585 -5.74115 0.078 -0.010 -0.002 0.26
```
Forces are in eV/Å.